# C14H11Cl2N2OsS6Se

A molecular structure, C14H11Cl2N2OsS6Se in a non-equilibrium geometry (ωB97M-V with the def2-TZVPD basis set, the Open Molecules 2025 dataset).

The geometry in XYZ format:
```
37
C14H11Cl2N2OsS6Se ωB97M-V with the def2-TZVPD basis set
C 3.9894 -0.3052 2.4343
C 3.2231 1.3339 -2.9020
H 3.6326 0.2354 5.7455
Cl 0.0513 0.2304 2.4889
S -1.9494 1.6290 0.1318
S -4.8693 1.3170 0.0457
C -5.7914 -0.1587 0.0809
C 0.8581 -2.9211 -2.4296
C 3.1918 -2.2453 -3.0001
S -7.4244 -0.1802 -0.0531
C 3.8452 -1.0605 -3.1278
C -3.2891 0.5790 0.1599
N 1.9013 -1.9625 -2.6694
H 4.8668 -0.8662 -3.3811
H 3.5652 -3.2414 -3.1251
C 2.0228 0.2095 4.3416
N 2.9464 -0.0721 -2.8758
H 1.2933 -3.9170 -2.4042
H 0.1079 -2.8714 -3.2219
S 2.2186 -0.4793 0.3723
Cl 5.1965 -0.6046 1.2532
C 3.3565 0.1134 4.7105
S -1.8849 -1.7865 0.3310
C 4.3372 -0.1341 3.7622
H 2.7839 1.7886 -3.7905
H 0.3700 -2.7136 -1.4719
H 4.2992 1.4763 -2.9098
C -3.2652 -0.8018 0.2487
C 1.6885 0.0502 3.0091
C 2.6486 -0.2251 2.0352
C 1.7626 -0.6298 -2.5843
H 1.2573 0.4043 5.0771
Os 0.0015 0.1767 0.2067
H 5.3738 -0.2049 4.0507
H 2.8059 1.8131 -2.0164
Se 0.1572 0.3056 -2.1632
S -4.8202 -1.5979 0.2569
```

Output
Charge   +1
E_LUMO (alpha / beta)   -5.95 / -5.86 eV
F_max   3.06 eV/A
Energy   -6450.9820 Eh
Relative energy (zero: lowest compared OMol25 entry of this formula, charge and spin)   2.1728 eV

# C4H16NO3

4 unconnected molecules or ions with the total composition C4H16NO3 in a non-equilibrium geometry (ωB97M-V with the def2-TZVPD basis set, the Open Molecules 2025 dataset).

The geometry in XYZ format:
```
24
C4H16NO3 ωB97M-V with the def2-TZVPD basis set
H 2.2824 -2.2587 -2.0253
H 1.9243 -0.1986 -0.6934
C -0.4878 0.6593 0.1859
H -1.9838 0.6716 -1.3807
C -2.1414 -1.1823 -0.3637
H 0.6038 1.0735 1.9069
C -1.8857 0.3396 -0.3518
O 2.8479 -0.1763 -0.9671
H -1.9827 -1.7100 0.5712
H 3.4842 -0.4727 -0.3170
H -1.6024 -1.5728 -1.2239
H -2.6621 0.8494 0.2144
H -3.1864 -1.2904 -0.6669
H 1.5087 -2.4339 -0.7344
H -2.0433 -0.1482 2.1032
H 0.1767 -0.0365 -0.3207
H -0.2599 1.6762 -0.1288
O 1.3898 -2.4059 -1.6862
H 2.1071 2.5887 0.1460
H -0.9378 0.4618 3.5519
C -1.1420 0.2964 2.5018
N -0.3034 0.7025 1.6397
O 1.7690 2.4306 -0.7180
H 2.5249 2.1365 -1.2432
```

Output
Charge   +1
E_LUMO   -5.09 eV
F_max   2.21 eV/A
Energy   -442.1798 Eh
Relative energy (zero: lowest compared OMol25 entry of this formula, charge and spin)   2.3073 eV

# C21H29Br33ClIO3P

A molecular structure, C21H29Br33ClIO3P in a non-equilibrium geometry (ωB97M-V with the def2-TZVPD basis set, the Open Molecules 2025 dataset).

The geometry in XYZ format:
```
89
C21H29Br33ClIO3P ωB97M-V with the def2-TZVPD basis set
H 3.4913 -4.6014 -9.8372
H -0.3909 0.3059 1.7761
H -6.0642 -5.2154 -1.6282
H -6.9375 -3.9705 4.9834
Br -5.8880 2.1362 4.1671
Br 9.3207 -0.3588 2.3346
Br 6.5210 -1.3928 3.4451
H 8.7266 -1.2805 4.5491
H 1.6535 1.6221 -1.3229
Br -3.8914 -6.2513 -2.1981
O -2.1202 -0.5286 2.7049
Br -3.9748 4.7660 2.3111
C -1.3397 0.6057 2.2274
Br -1.4953 4.0794 5.0012
Br 6.6210 3.1329 -0.5045
Br 7.6607 -2.5013 -7.9281
C -2.7381 6.1781 1.9087
Br -6.1774 -2.6502 3.0178
H -1.4736 1.6176 0.3551
Br -1.2715 -2.8193 -7.8934
H -1.7313 -1.7538 -5.7196
H -3.0697 1.3189 1.0365
Br -5.6719 -4.1801 -3.8378
H 3.6521 5.3672 4.4602
I 4.3768 -1.1475 -2.3744
Br -2.3750 -4.0575 -5.1540
H -2.6933 -0.6455 -2.9523
Br -4.2612 5.2458 6.1250
C -5.9871 -3.5237 4.7286
Cl -1.8450 2.1038 -2.5201
H 8.1452 -0.2789 -6.9586
C 2.0117 0.6490 -1.6602
O -1.8471 -0.7683 -3.4130
Br 6.1409 0.2737 -8.2953
Br 2.2791 -5.2955 -7.7996
H -0.8529 -2.2915 -1.7591
H 2.0184 0.5636 -2.7434
C -0.3412 -0.3109 -1.0912
Br 3.2900 2.9511 4.8148
H 4.0909 1.3528 -1.5076
Br -4.6908 -4.9506 4.6606
C -2.2736 -2.5038 -6.2795
H -1.0797 1.1592 3.1288
Br 7.9839 1.0564 4.8618
Br -3.4185 7.3574 0.5453
H 5.9236 3.9150 1.7332
C -0.5790 -2.4290 0.3565
C -5.1745 -4.8136 -2.0903
H -0.3228 -3.4393 0.0300
Br 5.2894 1.5385 1.9100
Br -5.0887 -0.1288 2.0390
C -1.0743 -1.6662 -0.8780
H -6.9792 -0.0386 3.7040
H -2.1518 -1.5004 -0.8963
C 5.4604 3.2391 1.0307
C 1.2037 -0.5065 -1.0651
Br 6.0026 4.5955 4.4374
Br 1.2067 -3.8589 -10.4269
Br -4.0227 -1.7784 -6.6495
H -1.8422 5.7204 1.5132
O -3.5030 -1.2588 1.1083
H 1.4864 -0.5786 -0.0034
C 3.4921 0.4867 -1.2428
H 0.3319 -2.0211 0.7902
Br -2.8466 2.7985 7.5834
Br -2.2197 7.1445 3.4991
Br 4.0783 5.2348 6.8903
Br 6.3797 -1.0454 -5.3983
H -2.2803 -3.4385 1.2748
P -0.7142 0.2723 -2.7345
C 8.2133 -0.5937 3.8923
C -2.0474 1.5856 1.2834
Br -7.9954 1.3162 1.8943
C -2.4737 -1.3955 1.7478
H 3.5458 0.2342 -0.1893
C 7.2163 -0.8070 -7.1171
H -2.0365 5.0983 7.1870
Br -4.5446 -3.3784 -0.9701
C 2.7175 -4.1177 -9.2593
Br 3.7398 3.9822 0.5815
C -2.5824 4.4092 6.5594
H 1.4666 -1.4749 -1.5235
C 4.1775 4.6385 5.0610
H -2.0841 2.5896 1.7142
Br 3.4211 -2.4482 -8.6144
C -1.6174 -2.6046 1.5010
H -1.0691 -2.8195 2.4215
Br -5.5718 -2.2452 6.1097
C -6.5581 0.7094 3.0441
```

Output
Charge   -1
E_LUMO   1.05 eV
F_max   3.48 eV/A
Energy   -87084.8849 Eh

# C2H4NO

A gas-phase ion, C2H4NO (charge +1) in a non-equilibrium geometry (ωB97M-V with the def2-TZVPD basis set, the Open Molecules 2025 dataset).

The geometry in XYZ format:
```
8
C2H4NO ωB97M-V with the def2-TZVPD basis set
H 1.2351 -0.8685 2.2195
H -1.6443 0.9602 -1.4059
N -0.1681 0.1285 -0.3407
H -0.6565 -0.6100 -2.2476
H 1.2231 0.8507 0.6844
C 0.4633 0.1514 0.7474
O 0.4131 -0.7675 1.6947
C -0.8656 0.1552 -1.3517
```

Output
Charge   +1
E_LUMO   -5.56 eV
SMILES   C=[N+]=CO
F_max   3.01 eV/A
Energy   -208.2658 Eh
Relative energy (zero: lowest compared OMol25 entry of this formula, charge and spin)   0.1316 eV